{
  "formula": "C35H56BrCl2IN4O5P",
  "method": "ωB97M-V/def2-TZVPD",
  "species": ["C", "C", "C", "C", "P", "O", "Br", "N", "C", "C", "C", "O", "C", "I", "C", "O", "C", "C", "C", "C", "C", "C", "C", "C", "C", "C", "C", "O", "C", "Cl", "C", "C", "Cl", "O", "H", "H", "H", "H", "H", "H", "H", "H", "H", "H", "H", "H", "H", "H", "H", "H", "H", "H", "H", "H", "H", "H", "H", "H", "H", "H", "H", "H", "H", "H", "H", "H", "H", "H", "H", "C", "C", "C", "C", "N", "H", "H", "H", "H", "H", "H", "H", "C", "C", "C", "C", "N", "H", "H", "H", "H", "H", "H", "H", "C", "C", "C", "C", "N", "H", "H", "H", "H", "H", "H", "H"],
  "positions_angstrom": [[5.5774, -2.0787, 3.2502], [4.1398, -2.7025, 2.7688], [3.0952, -1.5563, 2.1414], [2.9787, -1.8818, 0.5457], [1.1851, -1.6292, -0.1781], [1.7403, -2.8598, -1.3362], [2.3651, -0.2837, -1.6593], [0.8035, -2.9745, 0.8868], [0.5204, -4.1613, 0.3053], [1.6130, -5.4014, 0.5796], [-0.8136, -4.6012, -0.5448], [0.7830, -0.3267, 0.9656], [-0.4400, 0.4815, 0.6377], [0.5759, 2.4295, 0.2144], [-1.3518, 1.0282, 1.9326], [-1.4886, 2.4891, 1.8704], [-1.4609, 3.1229, 3.1948], [-0.3289, 2.9264, 4.3627], [-0.3114, 3.7001, 5.8247], [-1.5530, 4.7829, 6.0824], [-2.7487, 5.0205, 4.9610], [-2.6896, 4.2026, 3.5343], [-1.2280, -0.3053, -0.5319], [-1.3125, 0.5195, -1.9863], [-2.2510, 1.8607, -1.9470], [-3.2827, 1.9942, -3.2339], [-4.8095, 2.3367, -2.6532], [-5.8466, 1.4530, -3.2359], [-2.6755, -1.0256, -0.3586], [-4.0803, -0.9562, -1.6340], [-3.0805, -1.8993, 0.8175], [-2.1106, -2.2512, 2.0507], [-4.7947, -2.7020, 0.9233], [-0.3777, -1.4624, -0.9768], [5.6666, -2.2411, 4.4257], [5.6480, -0.9211, 3.0687], [6.4454, -2.7006, 2.7662], [4.2953, -3.6157, 2.0478], [3.6219, -3.1519, 3.7459], [2.1114, -1.6671, 2.7620], [3.6168, -0.5173, 2.3711], [3.2883, -2.9623, 0.2223], [3.7421, -1.1482, -0.0054], [2.5350, -2.4867, -1.8336], [1.4016, -6.3140, -0.1566], [1.5566, -5.7518, 1.7140], [2.7203, -5.0579, 0.4056], [-0.7375, -4.0404, -1.5922], [-1.8334, -4.4101, -0.0044], [-0.7538, -5.7603, -0.8221], [-2.4462, 0.5806, 1.9269], [-0.8149, 0.6133, 2.8852], [0.5581, 2.1681, 4.1490], [0.5215, 3.5547, 6.6510], [-1.5661, 5.3866, 7.0942], [-3.6387, 5.7842, 5.1032], [-3.5176, 4.3868, 2.7190], [-0.2285, 0.8958, -2.3164], [-1.6494, -0.1998, -2.8780], [-2.7878, 1.9506, -0.9009], [-1.5358, 2.8134, -2.0178], [-2.9721, 2.9390, -3.8676], [-3.3530, 1.0230, -3.8882], [-5.1313, 3.4495, -2.9355], [-4.8700, 2.2789, -1.4759], [-6.4330, 1.1294, -2.4725], [-1.8825, -3.4225, 2.0275], [-1.0991, -1.7128, 2.1625], [-2.7070, -2.0847, 3.0713], [4.1002, 2.1429, 5.8290], [4.9617, 3.0118, 6.7398], [4.2755, 3.3473, 8.0654], [2.9913, 4.1156, 7.7989], [1.9261, 4.7531, 7.5776], [3.1759, 2.6530, 5.5397], [4.6412, 1.9051, 4.9077], [3.8347, 1.2007, 6.3219], [5.2178, 3.9368, 6.2089], [5.9017, 2.4879, 6.9457], [4.9379, 3.9589, 8.6870], [4.0397, 2.4321, 8.6191], [-6.9960, -0.5145, -6.1141], [-7.2376, 0.7867, -6.8725], [-8.3230, 0.6585, -7.9432], [-7.9125, -0.3863, -8.9680], [-7.5719, -1.2530, -9.8181], [-6.6369, -1.3081, -6.7770], [-6.2344, -0.3682, -5.3416], [-7.9144, -0.8611, -5.6267], [-6.2960, 1.1083, -7.3339], [-7.5290, 1.5652, -6.1587], [-8.4680, 1.6195, -8.4478], [-9.2767, 0.3650, -7.4912], [6.6295, -0.3260, -4.5154], [5.9210, -1.1925, -5.5517], [4.4419, -1.4152, -5.2301], [4.3083, -2.1213, -3.8907], [4.1976, -2.7071, -2.7796], [6.6301, -0.7968, -3.5271], [7.6747, -0.1703, -4.8008], [6.1491, 0.6554, -4.4300], [6.4366, -2.1583, -5.6186], [6.0058, -0.7134, -6.5334], [3.9767, -2.0294, -6.0083], [3.9090, -0.4591, -5.1884]],
  "total_energy_ha": -6095.1770,
  "orbital_gap_ha": 0.243,
  "total_charge": -1,
  "max_force_ev_per_a": 10.3
}